Density functional theory data (ωB97M-V with the def2-TZVPD basis set) for 2 unconnected molecules or ions with the total composition C5H12OS2 in a non-equilibrium geometry.

Maximum force (Eh/bohr): 0.063
Net charge: -1
ΔE to the lowest compared entry with this formula, charge and spin (kJ/mol): 32.9
Energy (eV): -29095.919
<S²>: 0.753
E_HOMO (alpha / beta) (eV): 0.143 / -3.904
Multiplicity: 2

```
20
Properties=species:S:1:pos:R:3:forces:R:3:mulliken_charge:R:1
S -2.0113 -0.9965 -1.8191 -1.12 -1.35 2.07 -0.446
S -0.4185 -0.1541 -2.9336 2.00 1.70 -1.94 -0.601
O 2.0998 2.6520 -0.6372 -0.11 0.15 0.43 -0.450
C 1.2593 1.5891 -0.2087 0.93 -0.73 0.89 -0.288
C 1.6102 1.1817 1.1852 -0.48 0.67 1.19 -0.098
C 0.7074 1.0954 2.1897 1.21 -0.17 -0.53 -0.768
C -1.7713 -2.4511 0.4609 -0.38 1.10 -0.31 -1.355
C -0.8744 -1.6397 -0.4765 -0.75 0.65 0.35 0.058
H 1.4612 0.7373 -0.8488 -0.53 -0.23 -0.37 0.217
H 1.0254 0.8725 3.2170 -0.15 -0.06 -0.50 0.235
H -0.0541 -2.2407 -0.8881 -0.32 0.02 -0.15 0.355
H -2.3181 -3.1718 -0.1200 -0.03 -0.73 -0.04 0.279
H -0.9279 1.0981 -3.0590 0.20 -0.47 0.19 0.092
H 1.8462 2.7542 -1.5531 0.17 0.25 -0.61 0.289
H -0.3634 1.2172 2.0242 0.26 0.10 -0.08 0.270
H -2.5516 -1.8151 0.8989 0.20 0.12 -0.17 0.259
H 0.2306 1.8738 -0.1778 -0.89 0.09 -0.56 0.271
H -1.2381 -2.8562 1.2927 0.55 -0.72 0.50 0.465
H -0.3997 -0.8134 0.0979 -0.36 -0.29 -0.56 -0.070
H 2.6884 1.0673 1.3554 -0.40 -0.10 0.20 0.286
```
Positions in Å, forces in eV/Å.